No. 1
Density functional theory data (wB97M-V/def2-TZVPD) for a gas-phase ion, C5H15N2O (charge +1).

```
23
Properties=species:S:1:pos:R:3:forces:R:3
C -0.862745 1.911699 -1.768879 0.764 0.683 0.120
C -0.228933 0.968884 -0.744265 0.391 -0.082 -0.857
C 0.540742 1.679967 0.341517 0.121 1.784 1.292
O 1.772242 1.039636 0.712992 -0.801 -0.914 0.399
N -1.068503 -0.024036 -0.064778 1.446 -0.136 -1.164
C -0.861240 -1.450251 -0.474466 -0.089 2.626 -0.197
C -0.573689 -2.133439 0.837125 0.051 -0.856 0.519
N 0.928841 -1.924028 1.059890 -0.195 0.817 0.975
H -1.497441 2.647689 -1.290405 -0.472 0.071 -0.065
H -1.362692 1.391230 -2.586757 -0.161 -0.008 0.258
H -0.023731 2.494431 -2.220962 -0.624 -0.381 0.235
H 0.477498 0.439668 -1.398488 0.186 -0.259 0.546
H 0.781500 2.745102 0.243194 -0.025 -0.081 -1.056
H -0.108053 1.768005 1.233987 0.404 -0.690 -0.193
H 2.403381 1.235641 0.022983 0.366 0.077 -0.194
H -1.985109 0.366250 0.111271 -0.303 -0.854 -0.245
H 0.079657 -1.559151 -1.032944 0.123 0.685 0.156
H -1.491088 -1.696530 -1.331455 -1.076 -1.164 1.088
H -0.957896 -1.663658 1.749156 -0.547 0.217 -0.714
H -0.872921 -3.172429 0.914749 0.647 -0.438 -0.203
H 1.550175 -2.272959 0.330180 -0.111 -0.450 0.202
H 1.184854 -2.237494 2.001798 0.253 -0.510 -0.407
H 1.141037 -0.894285 1.119585 -0.348 -0.136 -0.495
```
Forces are in eV/Å.

Its LUMO energy is -3.17 eV. The frontier orbital gap comes out at 9.6 eV. Its strongest force on any atom is 2.63 eV Å⁻¹. The total charge is +1.

Mulliken population analysis, charges in e, atoms 1 to 2: atom 1 (C): -1.623, atom 2 (C): 0.699

No. 2
Density functional theory data (wB97M-V/def2-TZVPD) for a single C4H5NO molecule.

```
11
Properties=species:S:1:pos:R:3:forces:R:3
O -1.658873 -0.150763 0.954193 0.103 0.002 0.047
C -0.364117 -0.192805 0.665162 0.012 -0.071 -0.175
C 0.380912 1.051903 0.258471 -0.278 -0.035 -0.061
C 0.833105 0.453994 -1.063261 0.232 -0.180 -0.206
C 0.789003 -0.902028 -1.139434 0.194 0.409 0.186
N 0.265333 -1.277967 0.340800 -0.321 0.096 0.014
H 1.186579 1.332990 0.962141 -0.275 -0.259 -0.225
H -0.308380 1.891220 0.183641 -0.012 -0.029 -0.068
H 1.095089 1.053902 -1.929313 0.163 -0.069 0.259
H -2.072296 -0.943831 0.564966 0.044 0.177 0.515
H -0.198467 -2.162631 0.506033 0.137 -0.041 -0.286
```
Forces are in eV/Å.

Its LUMO energy is 0.02 eV. The frontier orbital gap comes out at 8.1 eV. Its strongest force on any atom is 0.55 eV Å⁻¹. The total charge is 0.

Mulliken population analysis, charges in e, atoms 1 to 2: atom 1 (O): -0.454, atom 2 (C): 0.477

No. 3
Density functional theory data (wB97M-V/def2-TZVPD) for 3 unconnected molecules or ions with the total composition C6H13P.

```
20
Properties=species:S:1:pos:R:3:forces:R:3
C -2.124430 -0.646506 0.198562 1.645 -0.174 -1.413
C 5.227653 -1.113406 0.466666 -0.194 -1.431 -0.307
C 3.967574 -1.535006 0.588137 -1.667 0.819 1.295
C -3.207442 -0.087948 -0.672150 0.740 -0.475 2.407
C -2.520738 -1.731439 1.121142 0.824 -0.582 1.290
C -1.153789 1.887829 -1.949901 2.274 0.072 2.956
P -0.533151 -0.177077 0.017076 -0.413 0.762 -0.716
H 6.044832 -1.729770 0.781991 0.051 -0.574 1.136
H 5.714877 -0.362824 -0.099191 -0.769 1.194 -0.960
H 3.004326 -1.058533 0.220682 1.692 -0.133 0.021
H 3.663865 -2.259961 1.392065 0.871 0.129 -1.187
H -4.086113 -0.389620 -0.216670 -2.263 -0.598 0.574
H -3.120099 0.923631 -0.494189 -0.229 2.449 -0.130
H -3.258674 -0.269673 -1.683160 0.447 -0.761 -2.229
H -1.629844 -2.085954 1.771547 -1.656 0.753 -0.719
H -2.771852 -2.603273 0.495188 -0.442 0.206 0.377
H -3.401301 -1.339774 1.708328 0.849 -0.942 -0.263
H -0.270584 1.836253 -2.543301 0.487 0.100 -0.184
H -2.039752 1.627881 -2.382078 -2.180 -0.620 -0.958
H -1.141035 2.473861 -1.011712 -0.067 -0.195 -0.992
```
Forces are in eV/Å.

Its LUMO energy (spin up / spin down) is -0.18 / 0.16 eV. The frontier orbital gap (spin up / spin down) comes out at 8.3 / 8.0 eV. Its strongest force on any atom is 3.73 eV Å⁻¹. The total charge is 0.

Mulliken population analysis, charges in e, atoms 1 to 2: atom 1 (C): 0.731, atom 2 (C): -0.506

How do the records compare in total energy? In the order shown, they have -383.9667, -285.2642, -577.5450 hartree.